1.
Computed, not measured: a structure of composition C14H20N2OSr in a non-equilibrium geometry, with ωB97M-V with the def2-TZVPD basis set.

Last column: Löwdin charge in e.
Geometry (Å):
C1 -0.381 1.982 1.620  -0.221
C2 -0.220 -1.616 1.912  -0.132
H1 0.726 2.089 1.763  -0.029
H2 -1.041 1.732 2.490  -0.018
H3 -0.865 2.459 0.837  -0.102
H4 0.076 -2.205 0.988  0.041
H5 0.402 -2.219 2.687  0.112
H6 -1.317 -1.671 2.021  0.101
C3 0.485 2.733 -1.648  -0.130
C4 0.879 3.550 -2.723  -0.048
C5 1.104 2.894 -3.969  -0.057
C6 0.981 1.486 -4.122  -0.012
H7 0.313 3.103 -0.632  0.090
H8 0.975 4.654 -2.598  0.113
H9 1.392 3.479 -4.855  0.104
H10 1.168 0.939 -5.085  0.107
N1 0.271 1.450 -1.909  -0.094
C7 0.570 0.735 -2.997  -0.237
C8 0.439 -0.778 -3.005  -0.218
N2 0.141 -1.454 -1.887  -0.077
C9 0.047 -2.764 -1.702  -0.141
C10 0.483 -2.966 -4.061  -0.052
C11 0.205 -3.605 -2.819  -0.055
H11 -0.165 -3.150 -0.699  0.098
H12 0.100 -4.711 -2.720  0.111
C12 0.613 -1.556 -4.172  -0.008
H13 0.830 -1.022 -5.139  0.111
H14 0.605 -3.567 -4.974  0.107
Sr1 0.563 0.035 -0.006  1.434
C13 -2.256 0.026 -0.207  -0.244
H15 -2.487 -1.032 -0.317  -0.098
H16 -2.379 0.616 -1.132  -0.074
H17 -2.620 0.509 0.696  -0.080
C14 0.106 0.033 3.664  -0.110
O1 0.234 -0.206 2.250  -0.573
H18 0.856 -0.619 4.207  0.105
H19 -0.881 -0.310 3.978  0.094
H20 0.201 1.101 3.905  0.084

Lowest unoccupied orbital energy (alpha / beta): -0.3 / -1.0 eV
HOMO (alpha / beta): -4.97 / -3.64 eV
Multiplicity: 1
F_max: 3.77 eV/A

---

2.
Computed, not measured: a cluster of 2 separate species, C4H12NS in total in a non-equilibrium geometry, with ωB97M-V with the def2-TZVPD basis set.

Last column: Löwdin charge in e.
Geometry (Å):
C1 0.713 1.207 -1.130  -0.394
S1 -1.058 0.720 -1.058  0.714
C2 -1.009 -0.518 -2.394  -0.394
H1 0.840 1.635 -2.134  0.050
H2 1.305 0.305 -1.116  0.022
H3 0.924 1.929 -0.392  0.005
H4 -1.985 -1.029 -2.308  0.042
H5 -0.889 0.013 -3.340  0.042
H6 -0.203 -1.252 -2.248  0.041
C3 0.228 -1.390 1.465  -0.028
C4 -0.304 0.853 2.231  0.164
N1 0.558 -0.037 1.860  -0.032
H7 0.636 -2.103 2.209  0.122
H8 0.769 -1.595 0.514  0.111
H9 -0.858 -1.401 1.358  0.096
H10 -1.352 0.620 2.215  0.116
H11 0.135 1.834 2.473  0.139
H12 1.550 0.211 1.795  0.181

Lowest unoccupied orbital energy: -5.1 eV
HOMO: -12.23 eV
Multiplicity: 1
Charge: +1
F_max: 2.58 eV/A

---

3.
Computed, not measured: an isolated molecule of CH2O2 in a non-equilibrium geometry, with ωB97M-V with the def2-TZVPD basis set.

Last column: Löwdin charge in e.
Geometry (Å):
O1 0.730 -0.773 -0.462  0.070
C1 0.075 -0.172 0.344  -0.465
O2 -0.719 0.769 -0.088  0.071
H1 0.330 -0.132 1.470  0.155
H2 -0.874 1.198 0.863  0.169

Lowest unoccupied orbital energy: 0.4 eV
SMILES: O=CO
HOMO: -10.85 eV
Multiplicity: 1
F_max: 5.31 eV/A

---

4.
Computed, not measured: a structure of composition C62H48O3P3SW, with ωB97M-V with the def2-TZVPD basis set.

Last column: Mulliken spin population.
Geometry (Å):
W1 0.163 0.728 -0.752  1.625
O1 0.489 1.367 1.237  0.016
S1 0.401 -0.167 1.498  0.065
C1 1.837 -0.680 2.342  -0.022
C2 1.656 -1.451 3.480  -0.005
C3 2.710 -1.777 4.338  -0.001
C4 3.946 -1.253 4.056  0.000
C5 5.240 -1.342 4.813  0.000
C6 6.246 -0.505 3.986  0.000
C7 5.469 -0.049 2.782  -0.001
C8 5.845 0.695 1.697  0.000
C9 4.895 0.899 0.688  -0.004
C10 3.583 0.442 0.746  -0.002
P1 2.706 0.556 -0.824  0.112
C11 3.496 -0.539 -2.013  -0.032
C12 4.551 -1.377 -1.666  0.012
C13 5.108 -2.212 -2.625  0.000
C14 4.609 -2.221 -3.918  0.003
C15 3.549 -1.388 -4.265  0.000
C16 2.991 -0.547 -3.318  0.016
C17 2.860 2.243 -1.452  -0.025
C18 3.648 2.593 -2.541  0.017
C19 3.572 3.880 -3.056  -0.002
C20 2.693 4.809 -2.511  -0.001
C21 1.893 4.463 -1.430  0.007
C22 1.983 3.185 -0.896  0.046
C23 3.136 -0.231 1.922  0.005
C24 4.135 -0.499 2.878  0.000
C25 -1.045 -0.514 2.370  -0.037
C26 -1.154 -0.056 3.680  0.002
C27 -2.332 -0.194 4.411  0.000
C28 -3.402 -0.808 3.795  0.001
C29 -4.785 -1.097 4.305  0.001
C30 -5.492 -1.844 3.146  -0.001
C31 -4.496 -1.836 2.020  0.001
C32 -4.580 -2.275 0.729  0.004
C33 -3.452 -2.127 -0.098  0.008
C34 -2.249 -1.583 0.324  0.015
P2 -0.878 -1.578 -0.858  -0.093
C35 -1.449 -2.171 -2.450  0.000
C36 -1.890 -1.295 -3.438  0.020
C37 -2.364 -1.785 -4.643  0.001
C38 -2.405 -3.156 -4.861  0.000
C39 -1.974 -4.036 -3.876  0.000
C40 -1.492 -3.551 -2.671  -0.004
C41 0.301 -2.800 -0.243  -0.056
C42 0.041 -3.539 0.912  0.010
C43 0.955 -4.490 1.343  0.003
C44 2.119 -4.712 0.622  0.001
C45 2.369 -3.991 -0.540  0.002
C46 1.464 -3.036 -0.976  0.058
C47 -2.143 -1.108 1.668  -0.003
C48 -3.292 -1.246 2.462  -0.004
H1 0.663 -1.805 3.726  0.001
H2 2.525 -2.385 5.212  0.000
H3 5.553 -2.383 4.907  0.000
H4 5.118 -0.963 5.829  0.000
H5 7.120 -1.084 3.690  0.000
H6 6.617 0.354 4.547  0.000
H7 6.846 1.088 1.586  0.000
H8 5.214 1.424 -0.206  0.000
H9 4.943 -1.384 -0.658  0.000
H10 5.938 -2.853 -2.360  0.000
H11 5.049 -2.870 -4.662  0.000
H12 3.167 -1.387 -5.276  0.000
H13 2.171 0.106 -3.598  -0.017
H14 4.311 1.868 -2.995  0.001
H15 4.197 4.159 -3.892  0.000
H16 2.639 5.805 -2.927  0.000
H17 1.217 5.186 -0.992  0.000
H18 1.405 2.942 -0.008  -0.025
H19 -0.299 0.428 4.138  0.000
H20 -2.387 0.172 5.426  0.000
H21 -5.288 -0.159 4.552  0.000
H22 -4.754 -1.678 5.227  0.000
H23 -6.430 -1.371 2.854  0.000
H24 -5.738 -2.871 3.423  0.000
H25 -5.478 -2.725 0.331  0.000
H26 -3.531 -2.476 -1.121  0.000
H27 -1.857 -0.227 -3.275  0.007
H28 -2.688 -1.100 -5.415  0.000
H29 -2.772 -3.540 -5.802  0.000
H30 -2.006 -5.102 -4.050  0.000
H31 -1.150 -4.243 -1.912  0.000
H32 -0.883 -3.402 1.458  -0.001
H33 0.744 -5.075 2.228  0.000
H34 2.821 -5.467 0.949  0.000
H35 3.261 -4.185 -1.119  0.000
H36 1.650 -2.505 -1.902  0.008
O2 -0.438 1.881 -4.616  0.002
C49 -0.622 1.896 -3.446  0.028
O3 0.185 1.168 -2.598  0.122
C50 -1.699 2.704 -2.746  0.003
P3 -1.925 2.247 -0.981  0.116
C51 -3.580 1.533 -0.816  0.043
C52 -4.214 1.640 0.423  0.015
C53 -5.513 1.185 0.576  -0.001
C54 -6.183 0.612 -0.497  0.005
C55 -5.547 0.478 -1.722  -0.004
C56 -4.246 0.935 -1.884  -0.003
C57 -1.989 3.810 -0.088  -0.051
C58 -1.163 4.092 0.995  -0.004
C59 -1.256 5.326 1.628  0.000
C60 -2.166 6.271 1.182  0.000
C61 -3.001 5.987 0.105  0.000
C62 -2.918 4.760 -0.526  -0.004
H37 -2.620 2.622 -3.324  -0.001
H38 -1.403 3.756 -2.798  0.001
H39 -3.714 2.130 1.252  -0.003
H40 -6.016 1.310 1.526  0.000
H41 -7.208 0.285 -0.384  0.000
H42 -6.070 0.046 -2.564  0.000
H43 -3.784 0.846 -2.857  0.001
H44 -0.460 3.358 1.364  0.005
H45 -0.615 5.546 2.471  0.000
H46 -2.233 7.231 1.675  0.000
H47 -3.716 6.721 -0.237  0.000
H48 -3.582 4.541 -1.355  0.000

Lowest unoccupied orbital energy (alpha / beta): -8.4 / -9.1 eV
HOMO (alpha / beta): -15.48 / -15.47 eV
Multiplicity: 3
Charge: +3
F_max: 0.38 eV/A

---

5.
Computed, not measured: the ion CH5N4 with charge +1 in a non-equilibrium geometry, with ωB97M-V with the def2-TZVPD basis set.

Last column: Löwdin charge in e.
Geometry (Å):
N1 -1.374 0.671 0.282  0.111
N2 -1.370 -0.563 -0.426  0.140
C1 -0.227 0.039 0.048  -0.396
N3 1.256 0.636 -0.496  0.160
N4 1.063 -0.381 0.596  0.158
H1 -2.053 0.876 1.066  0.189
H2 -1.518 -0.314 -1.385  0.123
H3 1.489 0.340 -1.429  0.100
H4 1.476 -0.007 1.518  0.238
H5 1.258 -1.298 0.225  0.178

Lowest unoccupied orbital energy: -3.9 eV
SMILES: N1NC12N[NH2+]2
HOMO: -14.93 eV
Multiplicity: 1
Charge: +1
F_max: 5.07 eV/A

---

6.
Computed, not measured: an isolated molecule of C6H9NO in a non-equilibrium geometry, with ωB97M-V with the def2-TZVPD basis set.

Last column: Löwdin charge in e.
Geometry (Å):
C1 -1.254 0.812 -0.602  -0.041
C2 0.056 0.375 0.008  -0.294
C3 2.401 -0.073 -0.893  0.004
C4 0.140 -0.006 1.471  -0.056
C5 3.415 -0.809 -1.672  -0.065
C6 -3.473 1.299 -0.213  -0.076
N1 1.259 0.144 -0.614  0.116
O1 -2.228 0.772 0.330  -0.184
H1 0.187 0.886 1.987  0.055
H2 0.975 -0.610 1.610  0.050
H3 -0.698 -0.597 1.718  0.060
H4 4.276 -1.208 -1.094  0.092
H5 3.813 -0.270 -2.539  0.086
H6 3.079 -1.712 -2.117  0.060
H7 -3.486 1.133 -1.216  0.029
H8 -3.644 2.333 -0.080  0.073
H9 -4.274 0.681 0.200  0.091

Lowest unoccupied orbital energy (alpha / beta): 0.2 / 0.2 eV
HOMO (alpha / beta): -7.41 / -7.41 eV
Multiplicity: 1
F_max: 2.99 eV/A

---

Number 1: M 319.95 g mol⁻¹. Number 2: M 106.21 g mol⁻¹. Number 3: M 46.02 g mol⁻¹. Number 4: M 1149.89 g mol⁻¹. Number 5: M 73.08 g mol⁻¹. Number 6: M 111.14 g mol⁻¹.